(1)
14
Properties=species:S:1:pos:R:3:lowdin_charge:R:1 method="wB97M-V/def2-TZVPD" de_lowest_kcal_mol=25.6 total_energy_ha=-299.98992 homo_ha=-0.33640 lumo_ha=0.0245
N -0.609 -1.073 0.087 0.05
C -1.489 -0.110 0.124 -0.61
N -2.068 0.536 1.186 0.12
N -1.859 0.494 -1.094 0.08
H -0.328 -1.316 1.095 0.07
H -1.736 0.407 2.138 0.10
H -2.579 1.367 1.055 0.07
H -2.075 1.501 -1.022 0.09
H -1.153 0.338 -1.806 0.08
C 2.373 -0.554 -0.391 -0.12
N 3.515 -0.421 0.279 -0.01
H 1.613 -1.252 -0.009 0.02
H 2.241 -0.031 -1.335 0.05
H 4.155 0.113 -0.308 0.01

(2)
14
Properties=species:S:1:pos:R:3:lowdin_charge:R:1 method="wB97M-V/def2-TZVPD" de_lowest_kcal_mol=67.4 total_charge=+2 total_energy_ha=-299.27717 homo_ha=-0.69633 lumo_ha=-0.3411
N -2.857 0.644 -0.294 0.22
C -1.704 0.235 -0.680 -0.07
N -0.682 0.058 0.180 0.02
N 0.495 -0.635 0.048 0.08
C 2.043 0.218 0.152 0.11
N 2.884 -0.556 0.669 0.22
H -3.629 0.723 -0.980 0.18
H -3.256 0.897 0.647 0.20
H -1.754 -0.298 -1.626 0.18
H -0.879 0.296 1.098 0.15
H 0.647 -1.045 -0.893 0.14
H 2.226 1.284 0.051 0.15
H 3.873 -0.253 0.971 0.23
H 2.593 -1.566 0.657 0.19

(3)
14
Properties=species:S:1:pos:R:3:lowdin_charge:R:1 method="wB97M-V/def2-TZVPD" de_lowest_kcal_mol=200.3 total_charge=+2 total_energy_ha=-299.06538 homo_ha=-0.76601 lumo_ha=-0.3724
C -0.385 -1.806 -0.522 0.02
N -0.373 -0.900 -1.657 0.15
N 0.368 -0.594 -0.523 0.02
N -0.254 0.776 0.186 0.05
C 0.060 1.213 1.549 0.08
N 0.191 1.990 0.347 0.18
H -1.309 -1.805 0.016 0.14
H 0.365 -2.743 -0.541 0.22
H 0.088 -1.101 -2.558 0.19
H 1.370 -0.635 -0.357 0.22
H -1.240 0.540 -0.176 0.24
H 0.928 1.036 2.110 0.14
H -0.679 1.502 2.265 0.15
H 0.871 2.527 -0.138 0.19

(4)
17
Properties=species:S:1:pos:R:3:lowdin_charge:R:1 method="wB97M-V/def2-TZVPD" de_lowest_kcal_mol=31.7 total_charge=+1 total_energy_ha=-474.48288 homo_ha=-0.47606 lumo_ha=-0.1390
Rb 22.732 25.070 4.301 1.02
C 25.131 22.847 6.236 -0.66
O 24.463 23.898 6.151 -0.16
N 26.231 22.794 6.984 0.19
N 24.706 21.641 5.754 0.17
H 26.787 21.959 6.932 0.12
H 26.558 23.674 7.345 0.13
H 23.914 21.549 5.150 0.11
H 25.216 20.865 6.133 0.11
C 22.051 27.495 7.102 -0.68
O 22.724 28.315 7.706 0.07
N 22.326 26.150 7.153 0.09
N 20.903 27.754 6.421 0.16
H 21.598 25.592 6.754 0.04
H 23.121 25.778 7.642 0.11
H 20.337 27.027 6.038 0.08
H 20.664 28.728 6.327 0.12

(5)
15
Properties=species:S:1:pos:R:3:lowdin_charge:R:1 method="wB97M-V/def2-TZVPD" de_lowest_kcal_mol=32.5 total_charge=+1 total_energy_ha=-640.97172 homo_ha=-0.50809 lumo_ha=-0.1573
C 0.492 -0.202 -0.696 -0.49
C 0.188 -1.545 1.221 -0.02
N 0.028 1.516 -1.355 0.09
N -0.912 1.888 -0.671 -0.25
N -1.459 2.978 -0.839 0.07
N -0.078 -0.335 0.426 -0.05
P 1.896 -0.928 -1.408 0.89
H -0.832 -1.861 1.581 0.12
H 0.750 -1.148 2.104 0.12
H 0.789 -2.227 0.645 0.04
H -1.278 3.422 -1.800 0.17
H -2.317 3.253 -0.281 0.17
H -0.755 0.432 0.599 0.14
H 1.470 -2.360 -1.351 -0.03
H 1.681 -0.547 -2.927 0.02

(6)
15
Properties=species:S:1:pos:R:3:lowdin_charge:R:1 method="wB97M-V/def2-TZVPD" de_lowest_kcal_mol=97.2 total_charge=+1 total_energy_ha=-354.40177 homo_ha=-0.47183 lumo_ha=-0.1508
C -3.084 -0.306 0.214 -0.10
N -1.793 -0.534 -0.328 0.02
N -0.864 0.095 0.158 0.07
C 0.508 0.224 -0.172 -0.46
N 0.867 1.510 -0.380 0.18
N 1.214 -0.806 -0.003 0.05
N 2.677 -0.817 0.094 0.13
H -3.827 0.009 -0.632 0.14
H -3.208 0.226 1.132 0.07
H -3.560 -1.227 0.466 0.07
H 0.075 2.090 -0.555 0.11
H 1.794 1.901 -0.260 0.11
H 3.170 -1.544 -0.554 0.21
H 2.916 -0.984 1.121 0.20
H 3.115 0.164 -0.301 0.21

(7)
15
Properties=species:S:1:pos:R:3:lowdin_charge:R:1 method="wB97M-V/def2-TZVPD" de_lowest_kcal_mol=49.3 total_charge=+1 total_energy_ha=-354.47813 homo_ha=-0.53875 lumo_ha=-0.1171
C -1.018 0.831 0.377 -0.24
C -1.873 2.348 0.386 0.08
N -0.041 0.401 -0.475 0.06
N 0.280 -0.813 -0.103 -0.13
N -1.334 -0.204 1.108 0.07
N -0.508 -1.244 0.801 0.04
N 2.457 -1.819 -1.068 0.20
H -1.280 2.922 -0.175 0.00
H -1.719 2.717 1.370 0.05
H -2.954 2.162 0.015 0.12
H -1.892 -0.300 2.004 0.21
H 1.463 -1.671 -0.568 0.07
H 2.806 -2.801 -1.272 0.17
H 3.076 -1.273 -0.443 0.14
H 2.537 -1.254 -1.955 0.15

(8)
16
Properties=species:S:1:pos:R:3:lowdin_charge:R:1 method="wB97M-V/def2-TZVPD" de_lowest_kcal_mol=108.6 total_energy_ha=-409.36362 homo_ha=-0.30743 lumo_ha=0.0281
C -0.254 -0.071 0.064 -0.42
C 2.029 -0.719 -0.019 -0.28
H -1.748 2.555 0.806 0.15
H -0.981 2.914 -0.904 0.12
H 0.769 1.801 0.480 0.19
H -2.243 0.018 -0.199 0.10
H -0.537 -2.250 -0.564 0.17
H -2.201 -2.534 0.781 0.17
H 2.708 -1.626 -0.352 0.13
H 3.581 0.294 -0.001 -0.01
N -1.287 2.188 -0.158 -0.05
N -0.194 1.320 0.056 -0.09
N -1.515 -0.550 0.205 -0.10
N -1.706 -1.898 -0.239 -0.11
N 0.658 -1.042 0.094 0.01
N 2.616 0.491 -0.003 0.03

(9)
12
Properties=species:S:1:pos:R:3:lowdin_charge:R:1 method="wB97M-V/def2-TZVPD" de_lowest_kcal_mol=11.8 total_charge=-1 total_energy_ha=-210.96549 homo_ha=-0.09993 lumo_ha=0.1664
O 1.138 0.339 1.861 -0.57
H 1.963 0.578 2.292 -0.19
C 0.307 0.677 -1.187 -0.19
N -0.046 -0.546 -0.470 -0.20
C -1.466 -0.700 -0.309 -0.21
H 0.235 1.574 -0.552 0.06
H 1.336 0.617 -1.517 0.05
H -0.357 0.808 -2.041 0.05
H 0.396 -0.460 0.473 0.02
H -1.931 -0.010 0.416 0.07
H -1.705 -1.707 0.047 0.06
H -1.995 -0.541 -1.254 0.05

(10)
12
Properties=species:S:1:pos:R:3:lowdin_charge:R:1 method="wB97M-V/def2-TZVPD" de_lowest_kcal_mol=5.1 total_charge=-1 total_energy_ha=-210.97613 homo_ha=-0.09335 lumo_ha=0.1576
O 0.637 1.697 -1.601 -0.62
H 1.110 2.011 -0.820 -0.20
C 0.490 -0.401 1.528 -0.13
C -0.196 -1.187 0.424 -0.37
N -1.109 -0.381 -0.391 -0.05
H 1.078 0.420 1.121 0.06
H 1.136 -1.023 2.164 0.05
H -0.280 -0.015 2.198 0.06
H -0.785 -2.008 0.854 0.08
H 0.476 -1.622 -0.323 0.10
H -0.593 0.343 -0.911 0.00
H -1.805 0.084 0.177 0.04

(11)
12
Properties=species:S:1:pos:R:3:lowdin_charge:R:1 method="wB97M-V/def2-TZVPD" de_lowest_kcal_mol=9.8 total_charge=-1 total_energy_ha=-210.96866 homo_ha=-0.10259 lumo_ha=0.1652
O -0.872 0.461 2.338 -0.56
H -0.915 -0.091 3.121 -0.18
C 0.660 1.072 -0.591 -0.19
N 0.498 -0.201 0.101 -0.21
C -0.194 -1.154 -0.740 -0.21
H 1.129 1.778 0.084 0.06
H 1.273 0.949 -1.487 0.05
H -0.320 1.481 -0.886 0.06
H -0.089 -0.005 0.959 0.00
H -1.043 -0.726 -1.309 0.06
H -0.600 -1.943 -0.111 0.06
H 0.473 -1.620 -1.477 0.05

(12)
12
Properties=species:S:1:pos:R:3:lowdin_charge:R:1 method="wB97M-V/def2-TZVPD" de_lowest_kcal_mol=32.7 total_charge=-1 total_energy_ha=-210.93214 homo_ha=-0.08186 lumo_ha=0.1586
O -1.939 2.050 -0.168 -0.70
H -1.763 2.740 0.538 -0.20
C 0.868 -0.011 -1.135 -0.15
N -0.120 -0.869 -0.383 -0.21
C 0.038 -1.008 1.063 -0.19
H 0.598 0.010 -2.191 0.06
H 1.038 0.947 -0.653 0.05
H 1.902 -0.491 -0.855 0.08
H -0.991 -0.452 -0.648 0.05
H -0.787 -1.440 1.575 0.04
H 0.126 0.064 1.547 0.09
H 1.030 -1.540 1.310 0.07

(13)
12
Properties=species:S:1:pos:R:3:lowdin_charge:R:1 method="wB97M-V/def2-TZVPD" de_lowest_kcal_mol=32.5 total_charge=+1 total_energy_ha=-210.70134 homo_ha=-0.60452 lumo_ha=-0.1999
C 0.303 0.634 1.197 -0.01
C 0.730 -1.656 0.418 0.27
N 0.229 -0.434 0.199 0.04
H 1.036 1.366 0.802 0.12
H 0.649 0.318 2.160 0.09
H -0.690 1.129 1.342 0.13
H 0.980 -1.930 1.357 0.08
H 0.841 -2.268 -0.455 0.12
H -0.084 -0.123 -0.632 0.04
H -1.066 1.641 -2.214 0.00
H -1.725 0.424 -2.437 0.11
O -1.202 0.898 -1.737 0.00

(14)
12
Properties=species:S:1:pos:R:3:lowdin_charge:R:1 method="wB97M-V/def2-TZVPD" de_lowest_kcal_mol=39.3 total_charge=+1 total_energy_ha=-210.69055 homo_ha=-0.60690 lumo_ha=-0.1845
O -1.022 1.822 -0.017 -0.01
H -1.014 2.290 0.727 -0.01
H -1.530 2.335 -0.716 0.13
H -0.540 -2.434 0.931 0.11
C -0.279 -1.376 0.710 -0.03
C 0.612 -1.022 -0.408 -0.04
N 0.887 0.221 -0.846 0.17
H 0.477 -1.059 1.509 0.14
H -1.089 -0.660 1.097 0.12
H 1.439 -1.736 -0.637 0.16
H 0.346 1.095 -0.977 0.11
H 1.712 0.524 -1.372 0.15

(15)
12
Properties=species:S:1:pos:R:3:lowdin_charge:R:1 method="wB97M-V/def2-TZVPD" de_lowest_kcal_mol=10.1 total_charge=+1 total_energy_ha=-210.73696 homo_ha=-0.61020 lumo_ha=-0.1802
O 2.309 -0.956 -1.033 -0.01
H 2.815 -0.765 -1.808 0.07
H 2.278 -1.909 -1.051 0.07
H -1.361 2.005 1.061 0.12
C -1.906 1.066 0.892 -0.01
C -1.030 0.322 -0.026 -0.07
N 0.091 -0.196 0.349 0.21
H -2.874 1.321 0.477 0.10
H -1.985 0.586 1.868 0.11
H -1.288 0.144 -1.066 0.16
H 0.251 -0.382 1.328 0.15
H 0.866 -0.341 -0.347 0.10

(16)
12
Properties=species:S:1:pos:R:3:lowdin_charge:R:1 method="wB97M-V/def2-TZVPD" de_lowest_kcal_mol=35.4 total_charge=+1 total_energy_ha=-210.69677 homo_ha=-0.61396 lumo_ha=-0.1892
C -0.209 -1.387 -0.233 -0.02
C -1.634 0.462 0.408 0.17
N -0.635 -0.003 -0.234 -0.03
H 0.225 -1.576 -1.220 0.12
H 0.520 -1.554 0.529 0.10
H -1.110 -1.953 0.005 0.11
H -2.572 -0.003 0.740 0.14
H -1.632 1.578 0.193 0.15
H 0.309 0.473 -0.366 0.12
H 2.652 1.027 -0.521 0.04
H 2.224 1.708 0.764 0.14
O 1.862 1.229 -0.065 -0.04

(17)
13
Properties=species:S:1:pos:R:3:lowdin_charge:R:1 method="wB97M-V/def2-TZVPD" de_lowest_kcal_mol=19.6 total_charge=-1 total_energy_ha=-286.21599 homo_ha=-0.12942 lumo_ha=0.1636
C 1.357 -1.973 0.733 -0.24
O 0.188 -1.170 0.900 -0.26
H 1.960 -1.866 1.709 0.07
H 1.225 -3.141 0.662 0.07
H 1.822 -1.605 -0.147 0.04
N -1.517 1.704 -0.012 -0.05
C -0.117 1.387 -0.480 -0.53
O -0.010 0.222 -1.216 -0.33
H -2.192 1.982 -0.743 0.03
H -1.851 0.755 0.264 0.05
H 0.264 2.259 -1.118 0.08
H 0.431 1.402 0.494 0.08
H 0.099 -0.617 -0.033 0.00

(18)
13
Properties=species:S:1:pos:R:3:lowdin_charge:R:1 method="wB97M-V/def2-TZVPD" de_lowest_kcal_mol=32.2 total_charge=-1 total_energy_ha=-286.19598 homo_ha=-0.10796 lumo_ha=0.1575
C -0.585 1.235 -0.493 -0.14
N 0.307 0.036 -0.352 -0.18
C -0.603 -1.294 -0.418 -0.47
O -1.262 -1.522 -1.628 -0.40
H -1.422 1.040 -1.104 0.05
H -0.086 2.098 -0.831 0.04
H -0.802 1.389 0.545 0.05
H 0.899 -0.110 -1.244 0.12
H -1.291 -0.901 0.455 0.09
H 0.025 -2.135 -0.170 0.06
H 1.590 0.278 2.474 -0.08
H 1.187 -0.062 1.015 0.06
O 2.044 -0.052 1.750 -0.21